#A
The following is a quantum chemistry calculation of the molecule C4H10N2S2, from the Open Molecules 2025 dataset.

Positions of all 18 atoms, in Å:
C 1.076 -2.036 0.138
C 0.589 -0.611 0.150
C -0.872 -0.354 0.487
C -1.217 1.135 0.620
H 0.269 -2.757 0.400
H 1.427 -2.332 -0.844
H 1.914 -2.141 0.829
H 3.285 1.432 -0.610
H -1.065 -0.845 1.438
H -1.946 -0.090 -1.560
H -2.242 1.183 1.009
H -0.565 1.543 1.399
H -0.200 1.975 -0.900
H -1.649 2.744 -0.590
N 1.344 0.404 -0.096
N -1.171 1.825 -0.660
S 2.980 0.100 -0.476
S -1.955 -1.176 -0.734

The value obtained for the HOMO energy is -8.74 eV. Its structure (SMILES) is C/C(=N\S)[C@H](S)CN. The multiplicity is 1. The value obtained for the gap between HOMO and LUMO is 9.55 eV.

#B
The following is a quantum chemistry calculation of the molecule C4H10N2S2, from the Open Molecules 2025 dataset.

Positions of all 18 atoms, in Å:
C -0.454 -0.644 -2.593
C -0.805 -0.481 -1.130
C -0.538 0.970 -0.673
C 0.089 0.283 1.974
H -0.703 -1.584 -3.021
H -1.031 0.057 -3.193
H 0.638 -0.506 -2.783
H -1.839 -0.754 -1.037
H -0.195 -1.188 -0.531
H 0.516 1.127 -0.749
H -1.089 1.699 -1.275
H -1.285 -0.733 2.709
H 1.572 1.555 1.630
H 2.445 -0.537 3.306
N -0.271 -0.630 2.755
N 1.387 0.597 1.561
S -1.105 1.241 1.069
S 2.669 -0.471 1.982

The value obtained for the HOMO energy is -9.07 eV. Its structure (SMILES) is [H]/N=C(/NS)SCCC. The multiplicity is 1. The value obtained for the gap between HOMO and LUMO is 9.77 eV.

Which structure is the least stable? The one labeled #B.

#A
The following is a quantum chemistry calculation of a cluster of 6 separate species, C5H22N2O6 in total, from the Open Molecules 2025 dataset.

Positions of all 35 atoms, in Å:
C -1.271 0.318 -0.883
C -0.178 1.233 -0.345
C 0.061 0.864 1.126
C -0.450 2.703 -0.695
N -0.889 -1.065 -1.333
C 0.383 -1.349 -1.813
N 0.601 -2.754 -1.879
O 1.343 -0.691 -2.170
H -1.904 0.050 -0.029
H -1.956 0.773 -1.615
H 0.689 0.974 -0.928
H 0.984 1.188 1.609
H 0.217 -0.219 1.180
H -0.841 1.210 1.627
H 0.450 3.172 -0.287
H -1.332 3.027 -0.121
H -0.657 2.890 -1.741
H -1.156 -1.797 -0.693
H -0.165 -3.410 -1.788
H 1.085 -3.060 -2.712
H -4.098 -1.408 -1.092
H -3.930 -0.890 0.285
O -3.777 -1.682 -0.214
H 0.571 -3.273 0.662
H 1.196 -3.733 1.928
O 0.555 -3.097 1.622
H 3.537 2.022 0.833
H 4.459 1.841 2.047
O 3.868 2.457 1.633
H -1.420 0.265 3.242
H -3.053 0.438 3.603
O -2.325 0.129 3.044
H 2.597 0.410 -1.291
H 3.498 1.455 -1.827
O 3.309 1.011 -0.984

The value obtained for the HOMO energy is -10.13 eV. Its structure (SMILES) is CC(C)CNC(N)=O.O.O.O.O.O. The multiplicity is 1. The value obtained for the gap between HOMO and LUMO is 10.57 eV.

#B
The following is a quantum chemistry calculation of a cluster of 6 separate species, C5H22N2O6 in total, from the Open Molecules 2025 dataset.

Positions of all 35 atoms, in Å:
C -2.371 -0.411 -1.542
C -3.161 0.814 -1.066
N -2.720 1.592 0.072
C -1.326 1.897 0.032
C -0.466 0.911 0.863
N 0.869 0.938 0.742
C 1.554 1.939 -0.074
O -1.051 0.040 1.513
H -1.583 -0.200 -2.178
H -3.127 -0.987 -2.101
H -2.142 -1.084 -0.712
H -3.204 1.481 -1.918
H -4.217 0.590 -0.926
H -2.828 1.011 0.904
H -1.162 2.900 0.339
H -0.880 1.802 -0.961
H 1.492 0.334 1.256
H 1.604 2.957 0.317
H 2.527 1.548 -0.237
H 1.074 2.077 -1.018
H 0.014 -0.379 -2.377
H 1.451 -0.225 -2.819
O 0.685 0.299 -2.589
H 3.723 -2.124 -1.109
H 2.645 -1.362 -0.094
O 2.954 -1.608 -0.976
H -0.311 -1.025 2.616
H 0.177 -0.538 4.010
O 0.348 -1.230 3.336
H 1.765 -1.438 2.221
H 3.138 -1.921 2.328
O 2.645 -1.279 1.834
H 1.239 -2.396 -1.528
H -0.257 -3.010 -1.633
O 0.302 -2.243 -1.814

The value obtained for the HOMO energy is -8.84 eV. Its structure (SMILES) is CCNCC(=O)NC.O.O.O.O.O. The multiplicity is 1. The value obtained for the gap between HOMO and LUMO is 9.22 eV.

Which structure is the least stable? The one labeled #A.